1.
Density functional theory data (ωB97M-V with the def2-TZVPD basis set) for a cluster of 4 separate species, C19H39ClNO3 in total.

Element x y z (Å)
C -0.530 -0.862 -0.004
C -1.951 -0.835 -0.466
C -2.954 -0.077 0.376
Cl -2.332 1.391 1.134
C -4.181 0.364 -0.397
C -4.786 -0.701 -1.287
C -5.400 -1.651 -0.330
N -5.927 -0.723 0.778
C -5.347 0.666 0.482
H -0.102 0.123 -0.063
H 0.027 -1.486 -0.668
H -0.406 -1.274 0.986
H -1.962 -0.410 -1.460
H -2.314 -1.853 -0.530
H -3.254 -0.686 1.222
H -3.903 1.236 -0.969
H -5.555 -0.224 -1.876
H -4.121 -1.188 -1.979
H -4.636 -2.257 0.119
H -6.200 -2.255 -0.717
H -6.945 -0.713 0.809
H -5.615 -1.049 1.691
H -5.146 1.192 1.397
H -6.082 1.187 -0.102
C 3.473 -4.594 -0.622
C 3.643 -3.516 -1.697
C 2.194 -3.203 -2.046
O 1.442 -3.409 -0.843
C 2.247 -4.088 0.127
H 4.340 -4.706 0.025
H 3.265 -5.560 -1.084
H 4.131 -2.635 -1.277
H 4.217 -3.844 -2.560
H 1.815 -3.875 -2.822
H 2.050 -2.175 -2.379
H 2.528 -3.381 0.914
H 1.656 -4.887 0.573
C 1.641 2.256 -1.507
C 2.276 3.328 -2.401
C 3.338 2.517 -3.138
O 2.809 1.195 -3.261
C 1.669 1.046 -2.427
H 0.635 2.506 -1.168
H 2.256 2.066 -0.633
H 1.541 3.720 -3.107
H 2.698 4.166 -1.850
H 4.272 2.476 -2.569
H 3.557 2.899 -4.134
H 0.771 1.010 -3.059
H 1.748 0.100 -1.888
C 1.135 2.403 4.422
C 1.753 3.585 3.673
C 2.922 2.910 2.966
O 2.497 1.571 2.686
C 1.306 1.274 3.411
H 0.096 2.556 4.707
H 1.708 2.194 5.326
H 1.046 3.988 2.944
H 2.071 4.397 4.323
H 3.811 2.878 3.604
H 3.192 3.396 2.029
H 0.455 1.228 2.716
H 1.418 0.296 3.880

Atomic forces in eV per Å
C 0.1 0.1 0.2
C -0.2 0.2 -0.1
C -0.2 -0.2 0.2
Cl 0.5 0.6 0.3
C 0.5 -0.2 -0.5
C 0.0 0.4 -0.7
C -0.2 0.1 0.7
N 0.1 0.0 0.0
C -0.5 -0.2 0.2
H 0.2 0.4 0.2
H 0.4 -0.5 -0.4
H 0.0 0.0 0.4
H -0.1 0.1 -0.5
H -0.2 -0.4 -0.2
H 0.0 -0.3 0.3
H 0.0 0.3 -0.2
H -0.3 0.1 -0.4
H 0.4 -0.2 -0.1
H 0.1 -0.5 0.3
H -0.3 -0.3 0.0
H 0.0 0.1 0.0
H 0.0 0.0 0.0
H 0.1 0.1 0.4
H -0.5 0.3 0.0
C 0.0 0.1 -0.1
C 0.0 0.0 0.1
C 0.0 0.0 0.0
O -0.1 0.0 -0.1
C 0.1 0.0 0.0
H 0.0 0.0 0.0
H 0.0 0.0 0.0
H 0.0 0.0 0.0
H 0.0 0.0 0.0
H 0.0 0.0 0.0
H 0.0 0.0 0.0
H 0.0 0.0 0.0
H 0.0 0.0 0.0
C -0.1 0.1 -0.1
C 0.0 -0.1 0.1
C 0.0 0.0 0.1
O 0.1 -0.1 0.0
C -0.1 -0.1 -0.1
H 0.0 0.0 0.0
H 0.1 0.0 0.2
H 0.0 0.0 0.0
H 0.0 0.0 0.0
H 0.0 0.0 0.0
H 0.0 0.0 0.0
H 0.0 0.0 0.0
H 0.0 0.0 0.0
C 0.0 0.0 -0.1
C 0.0 -0.1 0.0
C -0.1 0.0 0.0
O 0.0 0.0 -0.1
C 0.0 0.1 0.0
H 0.0 0.0 0.0
H 0.0 0.0 0.0
H 0.0 0.0 0.0
H 0.0 0.0 0.0
H 0.0 0.0 0.0
H 0.0 0.0 0.0
H 0.1 0.0 0.0
H 0.0 0.0 0.0

The energy relative to the best compared isomer or geometry (same formula, charge and spin) comes out at 20.0 kJ/mol. The LUMO energy comes out at -0.121 Eh. As for the total charge: +1. As for the HOMO-LUMO gap: 0.2860 Ha. The spin multiplicity is 1.


2.
Density functional theory data (ωB97M-V with the def2-TZVPD basis set) for a cluster of 2 separate species, C4H12N4 in total.

Element x y z (Å)
N -1.899 -0.635 2.303
C -2.045 0.446 1.644
N -2.148 1.708 2.215
N -2.183 0.443 0.270
H -2.074 -0.467 3.289
H -1.573 1.876 3.022
H -2.265 2.495 1.600
H -1.668 1.163 -0.217
H -2.051 -0.461 -0.156
C 2.093 0.357 -2.995
N 1.980 0.295 -1.743
C 1.317 -0.908 -1.223
C 1.512 -1.067 0.277
H 1.903 -0.488 -3.665
H 2.457 1.281 -3.440
H 0.242 -0.801 -1.390
H 1.655 -1.800 -1.763
H 1.198 -2.077 0.545
H 2.561 -1.057 0.580
H 0.991 -0.303 0.846

Atomic forces in eV per Å
N -0.3 -0.2 -0.2
C 0.1 0.0 0.3
N -0.1 0.1 -0.1
N 0.2 0.2 -0.4
H 0.2 0.0 0.1
H -0.1 0.0 0.0
H 0.0 0.0 0.0
H -0.1 0.0 0.0
H -0.1 -0.1 0.2
C 0.5 0.1 0.1
N -0.9 0.0 -0.1
C 0.4 0.2 0.4
C 0.6 -0.7 -0.1
H -0.3 0.0 0.0
H 0.1 -0.1 0.0
H 0.0 0.0 -0.2
H 0.0 0.0 0.0
H -0.5 0.2 0.3
H 0.1 0.3 -0.3
H -0.2 -0.1 0.1

As for the SMILES: N=C(N)N.C=NCC. The energy relative to the best compared isomer or geometry (same formula, charge and spin) comes out at 81.5 kJ/mol. The LUMO energy comes out at 0.031 Eh. As for the HOMO-LUMO gap: 0.3656 Ha. The spin multiplicity is 1.


3.
Density functional theory data (ωB97M-V with the def2-TZVPD basis set) for the molecule C4H4N4.

Element x y z (Å)
C 1.606 0.843 0.013
N 2.118 -0.271 -0.255
N 1.016 -1.243 -0.164
C -0.039 -0.680 0.312
C -1.458 -0.971 0.151
N -2.076 0.079 -0.213
N -1.101 1.085 -0.362
C 0.108 0.724 0.415
H 2.159 1.793 0.046
H -1.924 -1.969 0.211
H -1.431 1.934 -0.055
H 0.192 1.197 1.409

Atomic forces in eV per Å
C -1.6 2.0 -0.6
N -0.9 -1.5 0.6
N 0.2 -1.0 -0.1
C 1.7 -1.9 -0.5
C -0.2 -1.9 0.1
N 0.5 0.5 0.0
N 1.3 -0.8 -0.2
C 1.2 2.4 0.1
H -0.1 -0.6 0.0
H 0.2 0.8 0.0
H -1.4 2.2 0.4
H -0.8 -0.3 0.1

As for the SMILES: C1=NN=C2C=NN[C@H]12. The energy relative to the best compared isomer or geometry (same formula, charge and spin) comes out at 330.6 kJ/mol. The LUMO energy comes out at -0.004 Eh. As for the HOMO-LUMO gap: 0.3510 Ha. The spin multiplicity is 1.


4.
Density functional theory data (ωB97M-V with the def2-TZVPD basis set) for the molecule C2H3ClO2S.

Element x y z (Å)
O -1.064 -0.617 -1.337
C -1.167 -0.237 -0.233
Cl -2.845 0.162 0.391
C -0.085 -0.079 0.792
S 1.054 1.218 -0.042
O 2.236 0.314 -0.666
H -0.510 0.266 1.806
H 0.331 -1.068 0.881
H 2.050 0.041 -1.593

Atomic forces in eV per Å
O 0.3 -0.2 -0.6
C -1.2 -0.1 0.7
Cl 0.4 0.0 0.0
C -0.8 1.8 0.3
S -1.0 -0.5 1.4
O 0.6 -0.8 -1.0
H 0.9 -0.3 -1.7
H 0.8 -0.1 0.1
H -0.1 0.3 0.8

As for the SMILES: O=C(Cl)CSO. The energy relative to the best compared isomer or geometry (same formula, charge and spin) comes out at 37.9 kJ/mol. The LUMO energy comes out at 0.016 Eh. As for the HOMO-LUMO gap: 0.3629 Ha. The spin multiplicity is 1.


5.
Density functional theory data (ωB97M-V with the def2-TZVPD basis set) for a cluster of 2 separate species, C36H43BBr2ClF5NO7Si in total.

Element x y z (Å)
C -0.785 -1.862 4.713
B 0.300 -1.824 3.585
O 1.645 -1.854 3.832
C -0.135 -1.812 2.017
C -0.542 -0.694 1.283
C -0.524 0.652 1.982
F -1.404 0.518 3.039
F -1.045 1.636 1.218
C 0.825 1.086 2.566
C 2.087 0.656 1.801
Si 2.922 1.993 0.722
C 1.877 2.621 -0.693
C 3.339 3.413 1.883
C 4.524 1.207 0.118
C 4.886 -0.102 0.460
C 6.068 -0.661 -0.009
C 6.921 0.085 -0.814
C 6.596 1.390 -1.159
C 5.406 1.935 -0.687
C -0.922 -0.889 -0.039
C -1.415 0.218 -0.934
O -0.700 0.967 -1.490
O -2.753 0.185 -1.158
C -3.588 0.489 -0.026
C -4.914 -0.228 -0.216
C -5.970 0.221 0.779
F -6.505 1.396 0.378
Br -5.263 0.426 2.579
C -7.115 -0.829 0.808
F -7.579 -0.996 -0.426
F -6.620 -2.002 1.243
Br -8.569 -0.342 2.001
C -0.869 -2.140 -0.658
C -1.260 -2.348 -2.094
C -0.109 -2.822 -2.955
O -0.300 -3.430 -3.935
O 1.144 -2.519 -2.471
C 1.870 -1.580 -3.207
C 3.064 -1.071 -2.464
O 1.568 -1.237 -4.293
C -0.441 -3.202 0.120
Cl -0.356 -4.771 -0.524
N -0.088 -3.019 1.413
C 0.376 -4.162 2.207
C -0.562 -4.951 2.854
C -0.105 -6.045 3.579
C 1.259 -6.313 3.622
C 2.185 -5.498 2.976
C 1.742 -4.401 2.249
H -0.822 -0.916 5.249
H -1.768 -2.016 4.275
H -0.545 -2.687 5.380
H 1.955 -1.112 4.362
H 0.814 0.755 3.602
H 0.799 2.172 2.623
H 2.856 0.412 2.532
H 1.954 -0.246 1.203
H 1.950 2.014 -1.586
H 2.165 3.645 -0.922
H 0.845 2.681 -0.362
H 3.604 3.037 2.870
H 4.190 3.976 1.504
H 2.504 4.104 1.982
H 4.242 -0.691 1.097
H 6.363 -1.669 0.242
H 7.840 -0.354 -1.170
H 7.223 2.002 -1.788
H 5.144 2.954 -0.943
H -3.777 1.560 -0.036
H -3.152 0.183 0.917
H -5.284 0.006 -1.211
H -4.772 -1.298 -0.089
H -1.727 -1.478 -2.540
H -1.998 -3.145 -2.138
H 3.852 -0.980 -3.202
H 3.377 -1.768 -1.695
H 2.862 -0.082 -2.065
H -1.605 -4.694 2.755
H -0.813 -6.672 4.095
H 1.629 -7.164 4.171
H 3.232 -5.737 3.055
H 2.458 -3.782 1.732
C -2.305 2.823 -3.541
C -2.647 4.112 -2.814
O -1.735 5.166 -3.045
C -1.596 5.589 -4.391
C -2.882 6.096 -5.019
H -1.308 2.490 -3.268
H -3.020 2.042 -3.278
H -2.330 2.944 -4.626
H -2.617 3.936 -1.736
H -3.670 4.430 -3.050
H -1.159 4.788 -4.999
H -0.863 6.395 -4.366
H -3.647 5.319 -5.075
H -2.691 6.446 -6.033
H -3.291 6.922 -4.436

Atomic forces in eV per Å
C 0.0 0.0 -0.9
B 0.0 0.0 0.4
O -0.1 0.6 -0.7
C 0.2 0.0 0.2
C 0.2 -0.6 -0.2
C 0.2 0.0 0.9
F -0.2 0.1 0.1
F 0.0 -0.1 -0.5
C 0.0 0.0 -0.5
C 0.0 0.3 -0.2
Si 0.4 0.1 0.3
C 0.2 0.1 0.5
C -0.2 -0.2 -0.2
C 0.0 -0.2 0.1
C 0.2 0.1 -0.2
C 0.1 0.2 -0.1
C 0.0 0.1 -0.1
C -0.5 0.1 0.3
C -0.1 -0.1 0.0
C -0.1 0.1 0.0
C -0.9 0.0 0.4
O 1.0 0.3 -0.6
O 0.1 -0.1 0.2
C -0.8 0.0 -0.2
C 0.5 0.1 0.3
C -0.2 -0.4 -0.1
F 0.0 0.3 0.0
Br 0.0 0.0 0.0
C -0.2 0.3 1.0
F 0.0 -0.1 -0.3
F 0.1 -0.2 -0.2
Br 0.1 0.0 -0.3
C -0.1 0.0 0.4
C 0.1 -0.4 0.7
C -0.2 0.3 0.4
O 0.0 -0.8 -1.3
O -0.1 0.4 0.4
C 0.8 0.2 0.3
C 0.0 -0.6 -0.2
O -0.7 0.2 -0.7
C -0.1 0.2 -0.3
Cl 0.0 0.0 0.0
N -0.1 -0.1 -0.1
C 0.2 0.2 -0.2
C 0.3 0.2 -0.1
C 0.1 0.2 -0.2
C 0.1 0.1 0.0
C -0.6 0.0 0.0
C 0.1 -0.5 0.2
H 0.1 0.0 0.3
H -0.2 0.0 0.2
H 0.0 0.1 0.3
H 0.1 -0.4 0.5
H 0.1 -0.2 0.1
H -0.3 0.2 0.1
H 0.1 -0.1 0.1
H -0.1 -0.1 0.1
H -0.1 -0.1 -0.2
H 0.2 0.1 -0.2
H -0.3 -0.1 -0.1
H 0.1 0.0 0.1
H 0.1 0.1 -0.1
H -0.1 0.1 0.1
H -0.1 -0.1 0.1
H -0.1 -0.1 0.1
H 0.1 0.0 0.0
H 0.2 -0.1 -0.1
H 0.1 0.1 -0.1
H 0.3 0.2 0.2
H 0.3 0.0 0.1
H -0.2 -0.2 -0.1
H 0.0 -0.1 -0.2
H 0.1 0.2 -0.1
H -0.2 -0.1 -0.1
H 0.2 0.1 0.0
H 0.0 0.1 0.2
H -0.1 0.1 0.2
H -0.2 -0.1 0.1
H 0.0 -0.1 0.1
H -0.1 -0.1 0.1
H 0.2 0.1 -0.1
H -0.1 0.2 -0.1
C 0.0 0.1 -0.2
C -0.1 -0.1 0.0
O 0.1 0.1 0.2
C 0.0 0.0 -0.1
C -0.1 0.0 0.1
H 0.0 0.0 0.0
H 0.0 0.0 0.0
H -0.1 0.0 0.0
H 0.0 0.1 0.0
H 0.0 0.0 0.0
H 0.0 0.0 0.0
H 0.0 0.0 0.1
H 0.0 0.0 -0.1
H 0.0 0.0 0.0
H 0.0 0.0 0.0

The LUMO energy comes out at -0.152 Eh. As for the total charge: +1. As for the HOMO-LUMO gap: 0.2559 Ha. The spin multiplicity is 1.


6.
Density functional theory data (ωB97M-V with the def2-TZVPD basis set) for a cluster of 2 separate species, C31H26IO5 in total.

Element x y z (Å)
C -5.474 2.430 1.878
C -5.627 2.314 0.493
C -5.561 1.062 -0.122
C -5.367 -0.070 0.679
O -5.202 -1.347 0.121
C -4.003 -1.583 -0.543
C -2.996 -2.331 0.082
C -1.760 -2.452 -0.518
C -1.480 -1.868 -1.801
C -0.158 -2.011 -2.342
C 0.411 -1.625 -3.598
C 1.757 -2.045 -3.878
C 2.372 -1.719 -5.078
C 1.705 -0.969 -6.062
C 0.393 -0.538 -5.818
C -0.227 -0.837 -4.604
C -2.569 -1.195 -2.429
C -3.791 -1.013 -1.796
C -5.226 0.032 2.067
C -5.260 1.289 2.662
H -5.521 3.413 2.354
H -5.793 3.209 -0.118
H -5.645 0.968 -1.202
H -3.184 -2.777 1.060
H -0.968 -3.021 -0.024
H 0.524 -2.579 -1.699
H 2.292 -2.627 -3.119
H 3.397 -2.046 -5.267
H 2.200 -0.722 -7.004
H -0.131 0.037 -6.582
H -1.216 -0.439 -4.415
H -2.447 -0.806 -3.423
H -4.587 -0.434 -2.258
H -5.051 -0.875 2.642
H -5.122 1.368 3.746
C 5.258 2.357 1.411
C 5.123 1.431 0.207
C 6.398 1.372 -0.657
O 4.832 0.088 0.636
C 3.557 -0.212 1.081
O 3.393 -1.188 1.788
C 2.507 0.663 0.607
I 0.550 0.065 0.772
C 0.390 -0.043 2.905
C 0.113 -1.248 3.549
C -0.028 -1.249 4.947
C 0.135 -0.059 5.661
C 0.467 1.130 5.005
C 0.596 1.137 3.611
C 2.769 1.717 -0.346
O 1.912 2.390 -0.893
O 4.090 1.921 -0.679
H 4.328 2.372 1.995
H 6.087 2.009 2.040
H 5.492 3.368 1.055
H 6.218 0.703 -1.506
H 6.632 2.373 -1.036
H 7.244 0.998 -0.073
H 0.017 -2.164 2.972
H -0.258 -2.177 5.472
H 0.009 -0.057 6.747
H 0.627 2.056 5.563
H 0.858 2.053 3.083

Atomic forces in eV per Å
C 0.0 -0.1 0.0
C 0.0 0.1 0.2
C 0.0 -0.3 0.4
C 0.5 0.9 0.3
O 1.0 -0.8 -0.7
C -0.8 0.8 0.9
C 0.1 -0.2 0.2
C 0.2 -0.1 -0.4
C 0.0 -0.2 0.2
C -0.7 -0.1 -0.4
C 0.5 0.2 -0.2
C -0.4 0.1 0.2
C 0.2 0.0 -0.1
C -0.2 -0.3 0.6
C -0.1 -0.2 0.5
C 0.1 0.0 -0.3
C -0.2 0.1 0.3
C 0.6 -0.1 -0.6
C 0.1 0.0 -0.6
C -0.2 0.2 0.0
H 0.0 -0.4 -0.2
H 0.1 -0.4 0.3
H -0.1 0.1 0.3
H 0.0 0.1 -0.3
H -0.2 0.2 -0.1
H -0.1 0.2 -0.1
H -0.2 0.2 -0.4
H -0.4 0.1 0.1
H -0.2 -0.1 0.4
H 0.1 -0.1 0.3
H 0.4 0.0 -0.3
H -0.2 0.1 0.1
H 0.3 -0.3 0.0
H -0.1 0.2 -0.1
H -0.1 0.0 -0.5
C 0.1 -0.1 -0.1
C 0.1 -0.1 -0.4
C -0.5 -0.1 0.3
O -0.4 0.4 0.1
C -0.3 -0.5 0.1
O 0.0 0.3 -0.4
C 1.1 0.2 -0.4
I 0.9 0.1 0.9
C 0.0 0.1 0.5
C -0.1 0.1 -0.1
C 0.1 0.3 -0.4
C 0.0 0.0 0.0
C 0.0 -0.3 -0.3
C -0.1 0.1 0.1
C -0.5 0.2 -0.1
O 0.4 -0.4 0.0
O -0.4 -0.3 0.5
H 0.3 0.0 -0.1
H -0.3 0.0 -0.1
H -0.1 -0.2 0.1
H 0.1 0.1 0.2
H -0.1 -0.2 0.1
H -0.2 0.1 0.0
H 0.0 0.1 0.2
H 0.1 0.3 -0.2
H 0.1 0.0 -0.4
H -0.1 -0.4 -0.2
H -0.1 -0.2 0.1

The energy relative to the best compared isomer or geometry (same formula, charge and spin) comes out at 0.0 kJ/mol. The LUMO energy comes out at -0.218 Eh. As for the total charge: +1. As for the HOMO-LUMO gap: 0.1711 Ha. The spin multiplicity is 1.